Below is C21H50Cl6N7O16S2 as an isolated structure, with properties calculated with wB97M-V/def2-TZVPD.

Each line ends with the Mulliken charge.
Cartesian coordinates (Å):
C (2.15, -2.77, -0.57)  -0.86
C (0.81, -2.09, -0.55)  0.80
O (0.60, -0.92, -0.93)  -0.17
N (-0.37, -2.78, 0.18)  1.14
H (-0.97, -3.07, -0.57)  -0.69
H (-0.06, -3.60, 0.69)  0.31
C (-1.10, -2.03, 1.27)  -0.87
H (2.89, -2.38, -1.27)  0.02
H (2.07, -3.85, -0.73)  0.32
H (2.52, -2.67, 0.45)  0.18
H (-1.86, -1.33, 0.91)  0.37
H (-0.35, -1.33, 1.64)  0.39
H (-1.29, -2.72, 2.09)  0.36
S (0.09, -6.36, 0.39)  0.81
O (0.74, -6.54, -0.87)  -0.68
O (-1.21, -6.47, -0.24)  -0.71
O (0.31, -7.46, 1.30)  -0.70
O (0.27, -5.02, 0.99)  -0.81
S (-1.64, -3.94, -2.82)  0.91
O (-2.62, -3.43, -1.97)  -0.72
O (-1.40, -2.98, -3.88)  -0.92
O (-0.39, -4.24, -2.17)  -0.53
O (-1.92, -5.25, -3.29)  -0.75
O (-3.15, 0.51, -4.77)  -0.74
C (-2.54, 0.68, -3.71)  0.62
N (-2.28, -0.38, -2.93)  0.03
C (-2.30, 2.06, -3.13)  -0.32
H (-2.06, -1.20, -3.47)  0.20
H (-1.91, -0.27, -1.99)  0.00
H (-1.63, 2.60, -3.80)  0.08
H (-1.82, 1.99, -2.15)  -0.22
H (-3.19, 2.67, -2.96)  0.37
O (-3.82, -2.62, 1.14)  -0.49
C (-4.75, -3.43, 0.95)  0.68
N (-4.86, -4.27, -0.05)  -0.24
C (-5.89, -3.60, 1.88)  -1.24
H (-5.67, -4.79, -0.33)  0.19
H (-3.99, -4.17, -0.56)  0.29
H (-6.74, -3.83, 1.23)  0.43
H (-6.05, -2.64, 2.38)  0.21
H (-5.61, -4.33, 2.64)  0.17
O (4.13, -4.08, 1.00)  -0.61
C (4.30, -4.97, 1.87)  0.70
N (3.19, -5.61, 2.29)  -0.14
C (5.70, -5.22, 2.40)  -1.19
H (3.21, -6.11, 3.16)  0.17
H (2.28, -5.44, 1.88)  0.10
H (6.36, -4.36, 2.27)  0.30
H (6.20, -5.95, 1.77)  0.27
H (5.75, -5.47, 3.46)  0.35
O (-1.50, 1.42, 0.66)  -0.55
C (-0.59, 2.15, 1.05)  0.70
N (0.54, 1.50, 1.39)  -0.04
C (-0.77, 3.66, 1.27)  -0.31
H (1.25, 2.10, 1.78)  0.09
H (0.78, 0.54, 1.19)  -0.02
H (-1.84, 3.86, 1.39)  0.32
H (-0.45, 4.15, 0.35)  -0.54
H (-0.19, 4.17, 2.04)  0.45
O (3.78, 0.23, 4.38)  -0.68
C (4.36, 0.50, 3.30)  0.39
N (5.46, 1.20, 3.26)  -0.34
C (3.86, -0.04, 1.94)  -0.26
H (5.92, 1.44, 4.12)  0.24
H (5.95, 1.48, 2.41)  0.21
H (2.77, -0.02, 2.01)  -0.20
H (4.09, -1.10, 1.81)  0.27
H (4.21, 0.50, 1.06)  0.36
C (-2.44, -1.40, 5.09)  -0.15
Cl (-0.94, -2.29, 5.25)  -0.13
Cl (-3.77, -2.61, 4.76)  -0.10
Cl (-2.38, -0.41, 3.64)  -0.01
H (-2.45, -0.85, 6.03)  0.37
C (2.03, -1.18, -4.63)  0.98
Cl (1.26, 0.17, -5.27)  -0.16
Cl (3.45, -0.96, -3.58)  -0.20
Cl (2.28, -2.26, -5.95)  -0.18
H (1.34, -1.67, -3.95)  -0.53
C (1.50, 2.28, -1.84)  -0.13
O (1.60, 3.66, -1.55)  -0.37
C (1.44, 4.55, -2.69)  -0.52
C (1.08, 6.01, -2.28)  -0.83
N (-0.26, 6.03, -1.64)  -0.17
C (-0.48, 7.47, -1.35)  -0.75
C (-1.80, 7.77, -0.50)  -0.67
O (-1.77, 7.16, 0.81)  -0.27
C (-2.95, 7.66, 1.44)  -0.82
H (1.90, 1.67, -1.04)  -0.08
H (2.04, 2.04, -2.76)  0.46
H (0.43, 2.07, -1.95)  0.01
H (0.60, 4.18, -3.28)  0.20
H (2.36, 4.42, -3.26)  0.44
H (1.04, 6.61, -3.19)  0.51
H (1.86, 6.58, -1.76)  0.43
H (-0.11, 5.63, -0.73)  -0.09
H (-0.68, 8.04, -2.25)  0.40
H (0.41, 7.93, -0.92)  0.40
H (-2.61, 7.30, -1.05)  0.36
H (-2.00, 8.84, -0.44)  0.43
H (-3.77, 7.32, 0.81)  0.35
H (-2.97, 8.72, 1.66)  0.31
H (-2.96, 7.21, 2.44)  0.26

Output
* HOMO-LUMO gap: 1.06 eV
* E_HOMO: 0.1198 Eh
* net charge: -3
* LUMO: 4.32 eV
* energy above the lowest of the compared OMol25 structures with the same formula, charge and spin: 520.5 kJ/mol
* max |F|: 0.1392 hartree/bohr